The following is a quantum chemistry calculation of a cluster of 2 separate species, C4H12N2O in total, from the OMol25 dataset.

Values from the calculation:
2S+1: 1
DFT total energy in eV: -9366.272
LUMO energy (spin up / spin down) in eV: 0.80 / 0.80
Orbital gap (spin up / spin down) in eV: 6.48 / 6.53
Relative energy (zero: lowest compared OMol25 entry of this formula, charge and spin) in kJ/mol: 474.9

Last columns: bonded neighbours and bond lengths (Å).
Geometry (Å):
1 C 0.2292 -0.4406 1.6819  H2 1.088, H4 1.085, H5 1.086, C8 1.627
2 H -0.0573 -0.3438 2.7270  C1 1.088
3 C 2.1126 0.1874 -0.8379  H6 1.077, N9 1.356, H17 1.078
4 H 1.2169 -0.0024 1.5821  C1 1.085
5 H 0.2285 -1.4878 1.3934  C1 1.086
6 H 2.4061 1.1872 -0.5660  C3 1.077
7 H 0.7286 0.7267 -2.1852  N9 1.015
8 C -0.9072 0.3818 0.8579  C1 1.627, O10 1.412, C13 1.495, H15 1.101
9 N 0.9133 0.0466 -1.4547  C3 1.356, H7 1.015, H14 1.018
10 O -0.8498 1.7534 1.1897  C8 1.412, H16 0.975
11 N -1.4157 -1.0425 -1.1456  C13 1.431, H18 1.019, H19 1.020
12 H -1.2648 1.0562 -1.1672  C13 1.086
13 C -0.9039 0.1882 -0.6241  C8 1.495, N11 1.431, H12 1.086
14 H 0.6727 -0.9000 -1.7422  N9 1.018
15 H -1.8587 0.0145 1.2722  C8 1.101
16 H 0.0850 2.0268 1.1467  O10 0.975
17 H 2.4232 -0.6121 -0.1856  C3 1.078
18 H -2.3657 -0.9649 -1.5059  N11 1.019
19 H -1.3929 -1.7748 -0.4363  N11 1.020

Results of the Mulliken charge analysis, in e, for atoms 1 through 2:
1 C -1.19
2 H 0.39